Entry 1:
Computed, not measured: C13H13AsBr2F6N2O4SeV as an isolated structure, with ωB97M-V with the def2-TZVPD basis set.

XYZ file:
```
43
Properties=species:S:1:pos:R:3:forces:R:3
V -0.011 -0.814 0.383 -0.799 0.637 1.025
C 3.366 -1.056 -0.159 -0.121 -0.168 0.082
N 2.265 -0.529 0.664 -0.018 0.146 0.089
C 2.592 0.168 1.688 -0.054 -0.001 0.032
C 1.511 0.747 2.432 0.195 -0.061 -0.022
C 1.443 1.388 3.705 -0.166 0.124 0.072
C 0.125 1.670 3.899 0.069 -0.019 0.008
C -0.583 1.180 2.728 0.059 0.000 -0.156
N 0.270 0.653 1.868 -0.053 -0.146 -0.087
C 4.282 0.035 -0.652 0.105 -0.016 -0.039
C 5.660 -0.126 -0.576 -0.053 0.044 0.043
C 6.510 0.854 -1.071 -0.001 0.010 -0.001
C 5.987 2.003 -1.642 0.004 0.021 -0.006
C 4.610 2.169 -1.722 0.013 -0.005 0.000
C 3.761 1.189 -1.234 -0.016 -0.028 -0.013
H 2.937 -1.602 -0.995 0.035 0.038 -0.006
H 3.915 -1.778 0.450 0.025 -0.008 -0.049
H 3.625 0.344 1.984 0.006 -0.032 -0.025
H 2.273 1.575 4.366 0.011 0.039 -0.005
H -0.339 2.141 4.750 0.015 0.013 0.015
H -1.642 1.186 2.512 -0.004 0.001 0.037
H 6.071 -1.024 -0.131 0.004 -0.014 0.001
H 7.582 0.718 -1.008 0.008 0.000 -0.004
H 6.647 2.768 -2.028 0.005 0.000 0.001
H 4.195 3.059 -2.177 0.003 0.008 -0.005
H 2.688 1.315 -1.320 -0.002 -0.017 -0.001
Br -3.666 2.120 0.089 0.063 -0.050 -0.034
C -3.956 0.557 -1.017 -0.068 0.093 0.089
Br -2.515 0.178 -2.219 0.035 0.085 -0.052
H -4.840 0.771 -1.603 -0.009 -0.093 -0.007
H -4.078 -0.294 -0.361 0.048 0.027 0.019
O 1.960 -2.977 -2.578 -0.066 -0.066 0.007
Se 0.612 -2.776 -1.756 0.239 0.243 0.063
O 1.014 -3.250 -0.116 -0.390 -0.144 -0.010
O 0.488 -1.082 -1.402 -0.282 -0.778 -0.144
O -0.776 -3.355 -2.265 0.195 0.034 0.000
F -1.766 -0.599 0.822 0.450 0.093 -0.374
As -0.084 -3.871 1.273 0.306 0.237 -0.948
F -0.312 -5.385 0.539 0.048 -0.033 0.137
F -1.424 -3.151 0.439 0.078 -0.154 0.160
F -1.031 -4.202 2.644 0.016 0.045 0.036
F 0.169 -2.121 1.915 0.165 -0.123 0.057
F 1.365 -4.285 2.078 -0.095 0.016 0.013
```
Forces are in eV/Å.

Output
* gap between HOMO and LUMO (spin up / spin down): 8.70 / 6.07 eV
* electronic energy: -333125.6604 eV
* multiplicity: 4
* HOMO energy (spin up / spin down): -9.85 / -9.89 eV
* net charge: 0
* ΔE to the lowest compared entry with this formula, charge and spin: 16.5 kcal/mol
* strongest force on any atom: 1.4 eV/Å

***

Entry 2:
Computed, not measured: C36H31N7O2SZn as an isolated structure, with ωB97M-V with the def2-TZVPD basis set.

XYZ file:
```
78
Properties=species:S:1:pos:R:3:forces:R:3
Zn 0.760 0.208 -0.363 -0.039 -0.171 -0.249
C -0.608 4.266 5.193 0.073 -0.036 -0.087
C -0.096 3.210 4.248 0.013 0.029 0.174
C 0.282 1.951 4.701 -0.067 0.090 -0.115
C 0.699 0.987 3.813 -0.042 0.036 -0.053
C 0.764 1.199 2.419 0.286 -0.091 -0.044
N 1.148 0.214 1.545 -0.134 0.055 0.428
C 1.473 -1.073 1.940 0.313 0.121 0.158
C 0.710 -1.910 2.767 -0.016 0.018 -0.147
C 1.113 -3.200 3.055 0.014 -0.040 -0.005
C 2.288 -3.733 2.531 0.019 -0.007 0.082
C 2.708 -5.151 2.812 -0.042 0.046 -0.098
C 3.040 -2.927 1.691 0.038 0.042 -0.120
C 2.648 -1.628 1.399 -0.265 -0.135 0.184
N 3.463 -0.855 0.517 0.261 0.014 0.028
C 4.813 -0.841 0.504 0.054 0.146 -0.126
C 5.210 -0.076 -0.569 0.068 -0.041 0.046
C 4.013 0.347 -1.161 -0.062 -0.070 0.077
N 2.965 -0.128 -0.504 0.202 -0.078 -0.052
C 0.526 2.531 1.986 -0.133 -0.291 0.496
C 0.057 3.472 2.901 -0.042 0.022 -0.167
N 0.783 2.997 0.657 -0.033 0.178 -0.109
C 0.752 4.286 0.263 0.102 0.145 -0.208
C 1.019 4.339 -1.086 -0.019 0.042 0.083
C 1.207 3.010 -1.449 0.032 -0.015 0.066
N 1.063 2.213 -0.396 -0.021 0.246 -0.365
H -0.903 3.817 6.141 -0.020 0.041 0.018
H 0.161 5.015 5.401 -0.034 0.016 0.030
H -1.474 4.784 4.778 -0.007 0.006 0.023
H 0.229 1.724 5.759 0.021 -0.037 -0.005
H 0.995 0.023 4.197 -0.016 -0.041 0.003
H -0.232 -1.541 3.150 0.021 0.043 0.033
H 0.492 -3.815 3.697 -0.005 -0.005 -0.015
H 2.254 -5.521 3.730 0.019 -0.014 0.008
H 2.401 -5.811 1.996 0.010 -0.025 0.040
H 3.792 -5.226 2.906 -0.005 -0.033 0.029
H 3.942 -3.323 1.235 -0.011 0.004 -0.016
H 5.387 -1.342 1.263 -0.063 -0.034 0.017
H 6.216 0.154 -0.870 -0.009 0.014 0.017
H 3.871 0.972 -2.027 -0.035 0.024 0.018
H -0.217 4.461 2.559 -0.028 -0.033 -0.018
H 0.572 5.102 0.936 0.014 -0.076 0.068
H 1.064 5.219 -1.702 0.025 -0.019 -0.001
H 1.447 2.593 -2.414 -0.039 -0.040 0.009
C -4.364 2.632 -6.052 0.008 -0.037 0.059
C -3.884 2.149 -4.710 -0.063 -0.040 -0.003
C -4.796 1.870 -3.695 0.065 0.004 -0.072
C -4.366 1.468 -2.440 -0.070 -0.042 0.128
C -3.010 1.339 -2.197 0.175 -0.038 0.171
C -2.086 1.583 -3.201 -0.063 0.016 -0.051
C -2.525 1.984 -4.451 0.005 -0.020 0.016
S -2.387 1.037 -0.552 0.142 -0.062 -0.159
O -3.479 0.579 0.265 -0.083 -0.111 -0.062
O -1.762 2.270 -0.162 0.324 0.021 0.000
N -1.220 -0.078 -0.752 -0.543 0.267 0.042
C -1.588 -1.403 -0.924 -0.402 -0.230 -0.196
C -2.881 -1.905 -1.022 0.313 0.272 0.111
C -3.136 -3.281 -1.084 0.037 -0.214 -0.029
C -2.126 -4.200 -1.097 -0.178 -0.068 0.001
C -0.796 -3.744 -1.130 0.150 0.298 0.030
C 0.303 -4.616 -1.258 0.036 0.079 -0.030
C 1.555 -4.101 -1.430 0.010 -0.187 -0.027
C 1.723 -2.711 -1.413 0.062 0.213 -0.061
N 0.741 -1.866 -1.197 -0.044 -0.005 0.056
C -0.521 -2.350 -1.071 -0.228 -0.281 -0.054
H -5.235 2.063 -6.378 0.010 0.009 -0.048
H -3.582 2.540 -6.804 -0.025 -0.004 -0.030
H -4.658 3.682 -6.000 0.005 0.003 -0.007
H -5.856 1.973 -3.894 -0.011 0.007 0.030
H -5.070 1.264 -1.643 0.010 0.014 -0.009
H -1.033 1.465 -2.984 0.046 0.022 -0.056
H -1.805 2.173 -5.239 -0.003 0.017 0.003
H -3.714 -1.225 -0.992 -0.081 -0.032 0.043
H -4.166 -3.613 -1.109 -0.001 0.016 0.000
H -2.326 -5.264 -1.120 -0.001 0.009 -0.015
H 0.133 -5.686 -1.245 -0.007 -0.001 -0.049
H 2.416 -4.739 -1.575 -0.003 0.016 0.004
H 2.702 -2.285 -1.593 0.012 0.045 0.127
```
Forces are in eV/Å.

Output
* gap between HOMO and LUMO: 6.75 eV
* electronic energy: -111615.6147 eV
* HOMO energy: -6.60 eV
* net charge: 0
* strongest force on any atom: 0.6 eV/Å

***

Entry 3:
Computed, not measured: C12H31CoO5 as an isolated structure, with ωB97M-V with the def2-TZVPD basis set.

XYZ file:
```
49
Properties=species:S:1:pos:R:3:forces:R:3
Co 0.135 0.275 -0.863 -0.076 0.345 -3.162
C -3.166 2.092 0.261 -0.364 -0.618 1.444
C -2.979 1.445 -1.090 0.865 -0.678 0.184
O -1.636 1.334 -1.391 0.546 -0.072 0.428
H -4.198 2.337 0.548 -0.021 0.662 -0.518
H -2.438 2.893 0.397 -0.388 0.369 -0.118
H -2.953 1.374 1.067 0.509 -0.157 -0.225
H -3.579 1.987 -1.836 0.298 0.248 -0.286
H -3.452 0.447 -1.045 -0.274 -0.109 -0.023
C 4.083 -0.118 -1.383 1.922 0.207 -0.861
C 3.056 0.581 -0.555 -1.632 0.676 0.681
O 2.063 1.238 -1.270 -0.858 -1.029 0.792
H 3.778 -0.726 -2.235 -0.735 -0.234 0.496
H 4.807 -0.682 -0.781 -0.244 -0.226 0.158
H 4.732 0.607 -1.897 -0.181 0.339 0.160
H 3.531 1.279 0.165 0.630 0.185 -0.262
H 2.632 -0.124 0.197 -0.107 -0.565 -0.167
C 1.656 -2.097 -3.927 -0.086 0.266 -0.809
C 0.478 -2.093 -2.930 0.537 0.955 0.857
O -0.061 -0.840 -2.679 0.361 0.066 0.916
H 2.440 -1.385 -3.665 -0.278 0.120 0.387
H 1.346 -1.786 -4.930 -0.232 -0.009 0.020
H 2.174 -3.055 -4.058 -0.292 -0.268 0.236
H 0.918 -2.521 -2.010 -0.064 -0.318 0.236
H -0.333 -2.776 -3.222 0.125 -0.373 -0.456
C -1.633 -1.976 2.021 -1.024 1.457 -1.278
C -1.075 -2.379 0.655 -0.720 -0.952 0.615
C -2.100 -2.366 -0.473 0.900 -0.084 -0.412
O 0.052 -1.557 0.346 0.030 -0.190 0.191
H -2.485 -2.580 2.331 0.531 -0.563 0.354
H -2.142 -1.025 1.809 0.302 0.294 0.309
H -0.848 -1.773 2.747 -0.151 -0.418 0.278
H -0.720 -3.411 0.777 0.209 -0.029 -0.355
H -2.889 -3.098 -0.301 -0.144 0.199 0.293
H -1.581 -2.688 -1.379 -0.019 0.088 -0.023
H -2.481 -1.371 -0.709 -0.101 0.019 0.292
H 0.719 -1.836 0.981 0.348 0.441 -0.219
C 1.512 2.802 2.463 0.254 -0.270 0.773
C 0.482 1.688 2.483 -0.555 -0.200 -0.949
C -0.837 1.980 3.207 1.235 0.876 0.370
O 0.102 1.403 1.124 0.206 -0.239 -0.102
H 1.906 3.023 3.460 -0.480 0.192 0.189
H 1.075 3.698 2.022 0.288 0.094 -0.106
H 2.411 2.448 1.957 -0.290 0.191 -0.643
H 0.990 0.789 2.840 -0.293 -0.153 0.104
H -0.584 2.342 4.209 -0.344 -0.279 0.212
H -1.530 1.145 3.214 0.114 -0.088 0.031
H -1.292 2.829 2.694 -0.193 -0.098 -0.040
H -0.090 2.229 0.655 -0.062 -0.070 0.009
```
Forces are in eV/Å.

Output
* gap between HOMO and LUMO (spin up / spin down): 6.55 / 6.53 eV
* electronic energy: -60809.7946 eV
* multiplicity: 4
* HOMO energy (spin up / spin down): -3.83 / -3.82 eV
* net charge: -1
* ΔE to the lowest compared entry with this formula, charge and spin: 12.8 kcal/mol
* strongest force on any atom: 3.2 eV/Å

***

Entry 4:
Computed, not measured: one molecule with the formula C5H8N2O, with ωB97M-V with the def2-TZVPD basis set.

XYZ file:
```
16
Properties=species:S:1:pos:R:3:forces:R:3
C -1.092 1.672 0.372 -1.472 -0.621 -3.982
C -0.173 0.549 0.013 2.645 -1.554 -0.875
N 1.088 1.096 -0.590 2.105 -1.441 1.000
C 2.010 0.238 -0.277 1.919 -2.776 -0.649
N 1.611 -0.992 0.386 3.873 0.494 -1.499
C 0.325 -0.730 0.671 -2.802 -0.642 4.132
C -0.520 -0.920 -0.414 -2.852 1.063 -2.034
O -1.842 -1.286 -0.212 -1.962 1.539 -1.472
H -1.529 1.947 -0.723 1.405 0.283 2.220
H -2.048 1.398 0.760 -0.160 -0.312 1.356
H -0.536 2.479 0.821 -0.256 0.249 0.169
H 3.168 -0.066 -0.328 -2.112 2.691 -1.098
H 1.872 -1.940 -0.087 -0.574 2.578 1.060
H 0.060 -1.170 1.580 -1.147 -0.033 1.815
H -0.023 -1.559 -1.093 0.297 0.136 -1.891
H -2.372 -0.715 -0.879 1.091 -1.653 1.747
```
Forces are in eV/Å.

Output
* gap between HOMO and LUMO: 9.19 eV
* electronic energy: -10338.0597 eV
* HOMO energy: -8.43 eV
* net charge: 0
* ΔE to the lowest compared entry with this formula, charge and spin: 107.6 kcal/mol
* SMILES string: C[C@@]12N=CN[C@@H]1[C@H]2O
* strongest force on any atom: 5.0 eV/Å

***

| no. | molar mass (g mol⁻¹) |
| --- | --- |
| 1 | 739.88 |
| 2 | 691.15 |
| 3 | 314.31 |
| 4 | 112.13 |